No. 1
{
  "formula": "C7H16BaO7",
  "method": "the ωB97M-V functional and the def2-TZVPD basis",
  "e_tot_ev": -22530.3159,
  "relative_energy_kcal_mol": 20.3,
  "multiplicity": 1,
  "total_charge": 2,
  "gap_ev": 10.05,
  "homo_energy_ev": -17.4,
  "symbols": ["Ba", "C", "O", "H", "H", "H", "H", "C", "O", "C", "O", "O", "C", "H", "H", "H", "H", "H", "H", "C", "O", "C", "O", "O", "C", "H", "H", "H", "H", "H", "H"],
  "xyz": [[-0.994, -0.756, 0.758], [0.003, 1.144, -2.499], [-1.092, 1.096, -1.569], [0.843, 0.465, -2.353], [-0.421, 0.968, -3.488], [0.405, 2.155, -2.571], [-1.887, 1.439, -1.983], [0.954, -2.708, -3.926], [1.353, -3.543, -2.794], [1.078, -3.117, -1.547], [0.334, -2.156, -1.185], [1.866, -3.906, -0.741], [1.707, -3.793, 0.609], [0.291, -1.897, -3.625], [0.437, -3.280, -4.697], [1.770, -2.157, -4.393], [2.166, -4.701, 1.001], [0.652, -3.753, 0.877], [2.126, -2.887, 1.047], [-1.407, 4.158, 1.003], [-0.931, 3.780, 2.300], [-0.951, 2.498, 2.658], [-1.049, 1.542, 1.894], [-0.600, 2.443, 3.981], [-0.586, 1.153, 4.676], [-1.976, 5.071, 1.178], [-1.979, 3.504, 0.345], [-0.566, 4.476, 0.386], [-0.240, 1.561, 5.626], [0.258, 0.529, 4.381], [-1.563, 0.673, 4.651]],
  "lowdin_charge": [2.043, -0.114, -0.244, 0.080, 0.097, 0.094, 0.095, 0.015, 0.053, -0.451, -0.171, 0.033, -0.081, 0.072, 0.111, 0.108, 0.128, 0.075, 0.100, -0.011, 0.059, -0.520, -0.212, 0.014, 0.007, 0.112, 0.091, 0.106, 0.116, 0.090, 0.104]
}

=====

No. 2
{
  "formula": "C4H11NO2",
  "method": "the ωB97M-V functional and the def2-TZVPD basis",
  "e_tot_ev": -9910.9378,
  "relative_energy_kcal_mol": 30.1,
  "multiplicity": 1,
  "gap_ev": 9.97,
  "smiles": "C[C@H](N)CC=O.O",
  "homo_energy_ev": -9.3,
  "symbols": ["C", "C", "N", "C", "C", "O", "H", "H", "H", "H", "H", "H", "H", "H", "H", "O", "H", "H"],
  "xyz": [[-0.476, -0.467, -1.451], [0.519, -0.357, -0.302], [-0.021, 0.492, 0.813], [1.832, 0.280, -0.696], [2.900, 0.119, 0.347], [3.982, 0.637, 0.260], [-1.007, 0.485, -1.537], [0.023, -0.626, -2.411], [-1.185, -1.284, -1.340], [0.640, -1.292, 0.254], [-0.893, 0.076, 1.126], [-0.251, 1.425, 0.485], [2.164, -0.168, -1.646], [1.739, 1.352, -0.880], [2.628, -0.441, 1.256], [-3.841, 0.085, 1.827], [-4.712, 0.459, 1.649], [-4.041, -0.774, 2.246]],
  "lowdin_charge": [-0.066, -0.455, 0.025, -0.147, -0.267, 0.047, 0.079, 0.070, 0.072, 0.133, 0.058, 0.068, 0.127, 0.131, 0.120, -0.072, 0.033, 0.044]
}

=====

No. 3
{
  "formula": "C5H8O2",
  "method": "the ωB97M-V functional and the def2-TZVPD basis",
  "e_tot_ev": -9405.4411,
  "relative_energy_kcal_mol": 101.3,
  "multiplicity": 1,
  "gap_ev": 8.82,
  "homo_energy_ev": -8.7,
  "symbols": ["O", "C", "C", "C", "O", "C", "C", "H", "H", "H", "H", "H", "H", "H", "H"],
  "xyz": [[-0.840, 0.278, 1.445], [-0.031, -0.863, 1.245], [0.032, -1.229, -0.234], [0.535, -0.040, -1.054], [-0.446, 0.228, -2.071], [0.401, 1.345, -0.485], [-0.363, 1.429, 0.759], [-1.206, 2.119, 0.612], [-0.498, -1.666, 1.819], [0.986, -0.718, 1.656], [-0.981, -1.462, -0.576], [0.651, -2.119, -0.395], [1.518, -0.230, -1.498], [-0.094, 0.934, -2.635], [0.337, 1.993, 1.411]],
  "lowdin_charge": [-0.134, -0.215, -0.114, -0.406, -0.024, 0.139, -0.253, 0.136, 0.124, 0.130, 0.125, 0.118, 0.135, 0.100, 0.139]
}